Entry 1:
Formula: C7H10INS
Source: the OMol25 dataset
Level of theory: ωB97M-V/def2-TZVPD

Values from the calculation:
E_HOMO = -9.05 eV
Molecular weight = 267.13 u
SMILES = CC(C)[C@H](I)c1nccs1

ORCA input file:
```
! wB97M-V def2-TZVPD RIJCOSX def2/J DEFGRID3
* xyz 0 1
C -0.05 -2.72 -0.07
C -0.16 -1.20 0.22
C -1.53 -0.83 -0.49
C 0.92 -0.42 -0.55
I 2.90 -1.01 0.02
C 0.76 1.26 -0.18
N 0.78 1.48 1.09
C 0.52 2.75 1.29
C 0.29 3.53 0.18
S 0.39 2.54 -1.24
H -0.11 -2.74 -1.17
H -0.79 -3.37 0.30
H 0.77 -3.17 0.27
H -0.20 -1.04 1.30
H -1.99 0.21 -0.18
H -2.22 -1.63 -0.17
H -1.41 -0.80 -1.56
H 0.61 -0.59 -1.63
H 0.51 3.09 2.38
H 0.01 4.65 0.19
*
```

---

Entry 2:
Formula: C4H8O
Source: the OMol25 dataset
Level of theory: ωB97M-V/def2-TZVPD

Values from the calculation:
E_HOMO = -9.70 eV
Molecular weight = 72.11 u
SMILES = CC1(O)CC1

ORCA input file:
```
! wB97M-V def2-TZVPD RIJCOSX def2/J DEFGRID3
* xyz 0 1
C 1.33 0.86 0.16
C 0.10 -0.06 0.07
O 0.46 -1.48 -0.11
C -1.22 0.30 0.63
C -0.94 0.38 -0.82
H 1.01 1.86 -0.31
H 2.25 0.44 -0.40
H 1.71 0.89 1.31
H 1.24 -1.71 0.61
H -1.92 -0.51 0.87
H -1.19 1.19 1.23
H -1.05 1.23 -1.35
H -1.36 -0.45 -1.38
*
```

---

no.,frontier orbital gap (eV)
1,9.55
2,10.65